No. 1
Computed, not measured: an isolated molecule of C5H8O, with wB97M-V/def2-TZVPD.

Each line ends with the Löwdin charge.
Positions of all 14 atoms, in Å:
C 0.82650 0.46608 -2.09285  -0.11
O -0.01353 0.78441 -1.00155  -0.18
C -0.70941 -0.30450 -0.48227  -0.24
C 0.57654 -1.96243 -0.05533  0.21
C 0.04799 -1.05550 0.69268  -0.39
C -0.11746 -0.57853 2.10391  -0.06
H 0.25593 0.03947 -2.93266  0.09
H 1.28619 1.40207 -2.41920  0.09
H 1.60789 -0.25252 -1.80936  0.08
H -1.58935 0.08510 0.03707  0.13
H -1.06918 -0.96598 -1.28252  0.11
H -1.18314 -0.56214 2.36632  0.08
H 0.39170 -1.22820 2.82225  0.08
H 0.27265 0.43773 2.22009  0.09

Total charge ... 0
Orbital gap ... 0.3861 Ha
Total energy ... -270.3941 a.u.
ΔE to the lowest compared entry with this formula, charge and spin ... 4.458 eV

No. 2
Computed, not measured: an isolated molecule of C5H8O, with wB97M-V/def2-TZVPD.

Each line ends with the Löwdin charge.
Positions of all 14 atoms, in Å:
C 0.57490 -1.28062 -1.71381  -0.10
C 1.08255 0.09398 -1.33966  -0.15
C 0.69128 0.56685 -0.18864  -0.06
C 0.38276 0.59333 1.07959  -0.09
C -0.91904 1.00596 1.70639  -0.27
O -1.97146 0.10844 1.39435  -0.07
H 0.64024 -1.49003 -2.78229  0.07
H 1.15595 -2.03783 -1.17671  0.08
H -0.46954 -1.38924 -1.40747  0.07
H 1.80503 0.61348 -1.95333  0.10
H 1.11472 0.09840 1.71116  0.11
H -1.19182 2.03431 1.44559  0.11
H -0.80497 0.95277 2.78828  0.11
H -2.09059 0.13020 0.43655  0.08

Total charge ... 0
SMILES string ... CC=C=CCO
Orbital gap ... 0.3780 Ha
Total energy ... -270.4710 a.u.
ΔE to the lowest compared entry with this formula, charge and spin ... 2.366 eV

No. 3
Computed, not measured: a structure of composition C5H8O, with wB97M-V/def2-TZVPD.

Each line ends with the Löwdin charge.
Positions of all 14 atoms, in Å:
C 0.42137 -0.41704 1.55804  -0.06
C -0.32859 -0.52313 0.24231  -0.32
C -1.08974 0.71404 -0.30699  -0.14
C -0.36362 0.59676 -1.65391  0.04
O 1.31348 0.66210 -1.02437  -0.05
C 0.48092 -0.49962 -1.05669  -0.32
H 1.08323 0.45413 1.55223  0.08
H 1.03129 -1.30972 1.73833  0.08
H -0.27679 -0.31097 2.39587  0.08
H -0.98823 -1.39841 0.24229  0.14
H -0.95974 1.66587 0.21662  0.11
H -2.16284 0.54419 -0.45226  0.11
H 0.91024 1.18526 -1.90225  0.12
H 0.92901 -1.36346 -1.54922  0.14

Total charge ... 0
Orbital gap ... 0.3685 Ha
Total energy ... -270.3730 a.u.
ΔE to the lowest compared entry with this formula, charge and spin ... 5.032 eV

Number 1: HOMO energy -10.00 eV. Number 2: HOMO energy -9.42 eV. Number 3: HOMO energy -9.07 eV.